Record 1
A 10-piece molecular cluster, C10H40N20O10 overall, computed with ωB97M-V/def2-TZVPD.

```
! RIJCOSX wB97M-V def2-TZVPD def2/J DEFGRID3
* xyz 0 1
N 2.86 -0.80 -4.75
H 3.09 3.54 -2.64
N 0.38 0.65 4.76
C -0.35 -0.36 4.50
N 2.52 2.83 -3.08
N 3.19 3.14 0.65
N -1.23 -4.35 -4.33
C -0.95 -5.30 1.95
O -1.52 -0.34 4.18
H 1.13 0.71 -0.21
C -1.53 3.02 3.01
H 0.86 1.50 -3.80
O -0.67 3.19 -0.12
C 4.37 3.44 0.23
H 0.51 4.73 1.36
H 1.32 5.53 0.03
O -1.73 -6.22 2.13
H -0.54 4.10 -2.27
H 2.36 2.04 -2.48
H 0.50 -4.33 0.97
N -1.78 2.03 2.17
H -0.67 -5.08 -2.24
H -1.88 1.15 2.66
N 4.78 4.59 0.68
O -1.99 -2.42 -3.32
H 3.06 -1.14 -5.67
C 1.88 -1.30 -3.94
H -0.90 -0.81 2.06
H -0.90 -3.59 -1.44
N -0.41 -0.32 1.32
O 1.44 4.49 -4.19
H -0.52 -5.04 -4.13
H -2.34 2.13 1.33
C 0.00 -0.96 0.24
H 0.90 -1.62 5.47
H -6.42 -3.61 2.35
H 0.81 -2.02 -5.58
C -4.63 -3.13 1.52
N -3.46 -2.69 1.86
N -5.43 -3.52 2.51
N -1.02 -4.13 -2.29
N 0.91 -1.86 -4.59
O -0.20 -2.11 -0.10
H -1.60 -4.23 -5.26
N 0.76 4.77 0.38
H 0.08 -1.96 -4.03
N -0.04 -5.18 1.05
N -0.87 -4.30 2.74
H 0.00 1.56 4.58
H -1.31 -4.18 3.64
H 0.06 2.66 -4.96
N -1.73 4.10 2.37
H -0.15 0.65 1.36
H 5.65 5.05 0.47
H 0.63 5.33 -2.01
O -1.38 2.99 4.25
H -0.15 -5.91 0.36
H 2.72 2.28 0.41
H 1.39 0.65 4.73
H -0.12 -2.32 4.30
H 3.97 4.95 1.18
C -1.41 -3.52 -3.34
H -2.11 4.17 1.43
N 0.76 2.38 -4.28
H -5.18 -3.48 3.49
H -0.01 -3.80 2.57
O -5.02 -3.17 0.34
C -0.07 4.22 -0.41
O 4.92 2.82 -0.69
H -1.81 4.86 3.03
C 1.59 3.32 -3.84
H 1.16 -0.73 -1.26
H -2.87 -2.44 1.07
N -0.11 4.75 -1.64
H 2.82 3.73 1.39
N 0.79 -0.20 -0.48
O 1.83 -1.09 -2.75
H -3.00 -2.73 2.75
N 0.34 -1.49 4.64
H 3.65 -0.27 -4.40
*
```

Calculated values
**Gap between HOMO and LUMO**: 8.67 eV
**Lowest unoccupied orbital energy**: -0.2 eV
**Energy**: -2252.7915 a.u.
**E_HOMO**: -8.83 eV


Record 2
An isolated molecule of C5H10N2O, computed with ωB97M-V/def2-TZVPD.

```
! RIJCOSX wB97M-V def2-TZVPD def2/J DEFGRID3
* xyz 0 1
C -1.01 0.33 -0.65
H -0.83 1.59 1.22
C -1.64 -0.87 0.03
H -2.30 1.88 0.04
H -1.67 0.14 -1.56
O -1.44 -2.12 -0.64
H -2.52 -0.70 0.77
C 0.94 -0.58 0.98
H 0.67 -1.81 1.06
H 1.88 -0.57 1.59
H -0.16 -0.47 1.35
N 2.59 -0.26 -0.53
H 2.64 0.17 -1.66
C -1.22 1.66 0.13
H -0.83 2.38 -0.59
C 1.32 -0.06 -0.17
N 0.39 0.35 -1.03
H 3.21 -1.07 -0.34
*
```

Calculated values
**Gap between HOMO and LUMO**: 8.66 eV
**Lowest unoccupied orbital energy**: -0.1 eV
**Energy**: -381.0567 a.u.
**E_HOMO**: -8.74 eV


Record 3
C22H20BiN3O4 as an isolated structure, computed with ωB97M-V/def2-TZVPD.

```
! RIJCOSX wB97M-V def2-TZVPD def2/J DEFGRID3
* xyz 0 1
H 4.79 -0.98 2.02
C 3.14 -1.02 0.53
C 1.81 -1.41 0.56
C 0.71 -1.22 -0.57
H 2.89 2.38 -2.92
C -0.61 -1.44 2.85
H -2.73 -0.98 -1.17
C -1.42 0.23 -2.46
H -3.26 -1.89 -3.55
H -3.90 -1.59 3.66
H -1.53 -2.18 -3.72
C 0.51 -2.43 2.65
N -0.31 -0.12 2.94
C -2.09 -0.96 -2.07
H 1.20 3.65 -1.10
H 1.17 -1.77 -1.46
H -1.40 2.55 -4.94
H 1.39 2.09 -0.26
H 3.31 1.52 -1.46
H -2.54 0.46 -4.31
C -1.12 2.15 3.40
O -2.04 2.92 3.69
C -1.92 -1.92 3.02
H 3.54 3.26 -1.49
C -2.95 -1.12 3.41
H 3.55 -0.69 -0.40
N 1.66 -1.96 1.85
O -0.63 -1.70 -0.27
C 1.44 2.59 -1.25
C -0.09 2.59 -3.28
N 0.53 0.13 -0.81
C -2.33 -2.08 -2.98
C -1.35 0.67 3.33
C -2.67 0.24 3.56
H -2.08 -2.96 2.77
O 0.68 -3.43 3.31
C 0.31 1.99 -2.09
C 2.88 2.46 -1.81
H -3.42 0.98 3.80
Bi 1.66 1.04 2.46
H -2.49 -3.00 -2.43
H 0.46 3.47 -3.60
H -1.24 -1.42 -1.12
H 2.89 -2.24 3.58
O 0.12 2.51 3.16
C -1.78 0.90 -3.67
C 2.85 -1.80 2.60
C -1.12 2.06 -4.03
C -0.25 0.74 -1.71
C 3.77 -1.25 1.78
*
```

Calculated values
**Gap between HOMO and LUMO (spin up / spin down)**: 4.80 / 4.49 eV
**Lowest unoccupied orbital energy (spin up / spin down)**: -1.2 / -1.5 eV
**Energy**: -1529.9777 a.u.
**E_HOMO (spin up / spin down)**: -6.03 / -5.99 eV


Record 4
C52H40Br2NOP2PtSiTe as an isolated structure, computed with ωB97M-V/def2-TZVPD.

```
! RIJCOSX wB97M-V def2-TZVPD def2/J DEFGRID3
* xyz 1 1
C -2.74 -2.22 -4.68
C 2.97 0.36 -5.40
C -0.99 2.06 3.93
C 3.07 -3.82 2.74
C -1.87 -3.19 2.43
H 2.92 1.05 0.81
C 0.50 3.87 4.45
P 0.99 -1.27 -2.19
H -1.70 -4.21 4.26
C 1.95 -2.02 1.53
C 1.00 -4.24 1.60
C 3.12 -2.92 -1.46
Te 1.27 2.26 -1.27
C -1.27 6.22 0.10
H 0.84 4.64 5.13
H -1.79 7.12 0.37
H -1.80 1.41 4.24
H 0.07 -0.31 4.20
C 1.71 -5.28 -1.74
C -0.98 3.83 0.27
C 3.35 0.10 -2.68
C -1.67 -1.01 -2.87
H 3.70 -2.01 -1.36
N 1.97 -0.75 1.00
H 4.80 0.45 2.34
H 4.79 -4.15 -0.93
C -0.46 -1.10 3.69
H 4.86 1.37 -5.42
H 2.81 0.47 -6.47
C -2.79 -1.30 -3.64
C -0.38 1.90 2.69
H -2.48 -3.94 1.96
C 2.96 0.07 1.29
C -3.01 0.50 -0.32
H -2.49 4.94 1.31
H 1.12 -0.66 -5.11
C -5.00 1.19 1.54
C 4.03 -0.28 2.13
C -2.68 0.88 0.99
H -3.73 -0.80 -3.44
C -0.98 -0.88 2.41
C 3.75 -4.13 -1.22
H -5.77 1.47 2.25
H 1.18 2.60 1.39
H 3.49 0.05 -1.60
C -0.41 -2.56 -4.25
H -4.66 0.16 -1.65
H 3.54 -6.27 -1.22
C -0.55 3.04 4.81
C 4.31 0.73 -3.45
C -1.54 -2.85 -4.99
C -4.37 0.44 -0.65
H 1.95 4.34 2.94
C -3.67 1.23 1.91
Br -0.26 -5.57 1.15
C 2.02 -0.29 -4.63
C -1.66 4.99 0.62
H -1.49 -3.55 -5.81
H -6.39 0.72 -0.02
Si -1.65 0.41 -1.62
C 3.04 -2.47 2.31
C 0.09 3.89 -0.62
C -2.03 1.88 -2.70
H -3.63 -2.43 -5.26
P -0.95 0.64 1.52
C -1.44 -3.33 3.70
C 0.69 2.72 2.35
H -1.32 2.88 0.67
C 0.85 -2.92 1.24
H 1.15 -6.20 -1.84
H 0.53 -3.06 -4.49
C -0.20 6.27 -0.79
C 2.10 -4.69 2.36
C 1.78 -2.87 -1.83
C 0.47 5.11 -1.16
H 2.14 -5.73 2.66
H -2.18 -1.75 0.86
H -1.36 1.95 -3.56
C 4.07 -1.55 2.62
Pt 0.27 0.02 -0.34
C -5.35 0.77 0.26
C 3.05 -5.32 -1.38
H 4.89 -1.87 3.25
H -0.27 -2.47 5.33
H -2.00 2.81 -2.16
C -0.47 -1.66 -3.19
O -0.27 -2.46 0.63
C -1.46 -2.03 1.63
H 0.10 7.22 -1.22
C 1.13 3.70 3.22
Br 4.48 -4.45 3.82
C 4.12 0.86 -4.82
H -1.04 3.16 5.77
C 2.20 -0.44 -3.26
H 5.19 1.14 -2.98
H 0.02 -4.06 -2.18
C -0.65 -2.32 4.32
H 1.28 5.17 -1.87
C 1.07 -4.07 -1.94
H -3.41 1.53 2.91
H -3.05 1.75 -3.07
*
```

Calculated values
**Gap between HOMO and LUMO (spin up / spin down)**: 4.88 / 4.68 eV
**Lowest unoccupied orbital energy (spin up / spin down)**: -4.2 / -4.2 eV
**Energy**: -8642.9997 a.u.
**E_HOMO (spin up / spin down)**: -9.04 / -8.92 eV


Record 5
A 2-piece molecular cluster, C2HCl5 overall, computed with ωB97M-V/def2-TZVPD.

```
! RIJCOSX wB97M-V def2-TZVPD def2/J DEFGRID3
* xyz 0 1
Cl 3.92 1.13 1.06
C -0.13 0.84 0.54
Cl 2.72 0.44 -1.59
Cl 2.49 -1.37 0.59
C 2.61 0.34 0.12
Cl -0.18 0.40 -1.07
H -0.51 0.06 1.20
Cl 0.02 2.51 0.75
*
```

Calculated values
**Gap between HOMO and LUMO (spin up / spin down)**: 6.98 / 8.78 eV
**Lowest unoccupied orbital energy (spin up / spin down)**: -1.4 / -0.4 eV
**Energy**: -2377.6280 a.u.
**E_HOMO (spin up / spin down)**: -8.38 / -9.22 eV


Record 6
A 2-piece molecular cluster, C28H35NO4 overall, computed with ωB97M-V/def2-TZVPD.

```
! RIJCOSX wB97M-V def2-TZVPD def2/J DEFGRID3
* xyz 0 1
H 3.04 -6.47 -2.09
C -1.85 3.19 -0.07
H 1.82 6.08 -1.35
C 2.62 -3.58 -0.34
C -1.44 2.05 2.18
H 0.97 -2.58 -2.49
H 4.97 -2.10 2.90
C 1.94 4.84 0.41
H -3.74 7.45 0.84
H 5.94 -4.30 0.30
H 2.47 4.45 -1.64
C 0.54 -2.10 0.15
C 5.19 -2.07 1.82
H -1.11 5.14 -0.62
C -0.86 -3.59 -3.01
H -3.19 -4.27 -4.43
H 2.62 4.11 0.85
C -1.68 -3.09 -0.39
H -2.01 -0.19 3.12
C -3.12 6.94 0.10
H -4.10 -1.42 2.80
O 0.66 4.23 0.21
H -3.45 -1.02 1.19
C -2.10 -4.06 -2.58
H 2.66 -0.93 1.74
C -2.09 4.67 -0.46
H -3.93 -5.08 -3.03
C 1.88 -2.45 0.27
O 0.82 3.83 2.41
H -2.39 5.47 1.52
H 5.54 -1.06 1.57
H -2.63 4.66 -1.42
C 3.29 -5.63 -1.44
H -3.88 4.99 0.68
H 1.26 -4.85 -1.42
H -3.35 0.87 3.62
C 2.82 -1.79 1.11
O -2.51 1.31 1.77
C 4.60 -5.51 -0.95
C -1.01 2.93 1.12
H -2.49 -5.78 -3.82
H 5.36 -6.25 -1.21
C -2.98 -4.84 -3.51
H 0.14 -1.42 0.90
H -2.00 -2.89 0.64
C 2.29 -4.70 -1.09
H 5.98 -2.79 1.60
O -0.96 1.91 3.30
H -0.55 -3.78 -4.04
C 4.94 -4.43 -0.12
H -4.81 -0.08 1.87
C 2.44 5.29 -0.94
H -3.50 -4.12 -0.94
C -2.52 -3.78 -1.26
C -0.37 -2.70 -0.78
C -2.90 5.49 0.54
C 0.21 3.67 1.37
H 1.84 5.69 1.10
C -2.90 0.35 2.76
C -3.87 -0.60 2.11
C 3.95 -3.50 0.15
C -0.01 -2.92 -2.14
H -2.81 2.70 0.12
H -1.38 2.71 -0.94
H 3.46 5.68 -0.83
H -3.63 6.99 -0.86
N 4.02 -2.42 1.04
H -2.17 7.47 0.02
*
```

Calculated values
**Gap between HOMO and LUMO**: 1.78 eV
**Lowest unoccupied orbital energy**: -3.0 eV
**Energy**: -1443.5523 a.u.
**E_HOMO**: -4.80 eV


Record 7
An isolated molecule of C15H16BrClN4O3S, computed with ωB97M-V/def2-TZVPD.

```
! RIJCOSX wB97M-V def2-TZVPD def2/J DEFGRID3
* xyz 0 1
C 1.03 -0.67 -1.94
H -0.86 1.38 -0.76
H -0.50 -3.64 -2.49
C 0.73 -2.04 -1.83
H 1.26 5.54 1.77
N -0.83 -0.24 1.41
H 0.01 -2.82 2.51
C -0.01 3.14 2.54
C -0.29 -2.58 -2.57
H -1.57 -3.08 -0.08
S 1.65 -3.03 -0.66
C -0.03 -3.02 1.44
C -0.59 1.14 1.36
C -0.04 3.90 1.37
C -0.35 3.22 0.20
C -0.63 1.87 0.17
H -0.44 5.88 2.05
Cl 0.38 3.91 4.05
C 0.26 5.36 1.39
H 1.29 -1.49 0.93
H 0.04 -4.10 1.30
H -2.16 -2.70 1.53
H -1.24 0.30 -4.06
H 2.26 0.84 -1.46
C -0.68 -0.39 -3.44
O 3.03 -2.65 -0.78
C -1.01 -1.74 -3.40
C -1.35 -2.52 0.83
O -1.74 -0.66 -0.63
C -0.28 1.79 2.55
N 2.00 -0.10 -1.19
H 2.75 -0.72 -0.90
Br -2.44 -2.40 -4.43
N 1.17 -2.49 0.84
H 0.18 5.78 0.39
H -0.66 -0.65 2.32
H -0.24 1.24 3.48
N 0.32 0.12 -2.75
C -1.34 -1.05 0.44
H -0.38 3.78 -0.73
O 1.28 -4.40 -0.77
*
```

Calculated values
**Gap between HOMO and LUMO**: 8.98 eV
**Lowest unoccupied orbital energy**: 0.3 eV
**Energy**: -4458.3852 a.u.
**E_HOMO**: -8.65 eV


Record 8
A 2-piece molecular cluster, C17H25N3O4S overall, computed with ωB97M-V/def2-TZVPD.

```
! RIJCOSX wB97M-V def2-TZVPD def2/J DEFGRID3
* xyz 0 1
C 0.40 -2.59 6.00
C -1.12 2.02 -3.38
H -0.83 1.01 2.54
H 0.09 -1.82 6.70
C -0.24 3.22 -1.37
H -1.82 -1.08 2.16
O -0.26 -3.29 2.10
C 1.55 -3.68 0.63
H 0.09 0.70 1.06
N 1.25 -1.63 1.87
H -1.91 -0.49 -4.71
C 0.65 4.13 -0.79
H 2.40 5.02 -3.57
H -0.43 0.29 -1.14
H -0.33 -2.05 -1.42
C 0.06 -1.10 4.06
H 0.85 0.23 -2.39
H -2.18 -2.45 -3.36
O -1.46 -0.58 1.42
S -2.16 2.63 -4.55
O -1.02 -0.71 4.48
C 1.67 4.51 -2.95
C -0.18 2.95 -2.74
N -1.13 0.65 -3.10
C 1.61 4.77 -1.58
C 0.77 3.61 -3.53
C 0.62 -0.59 2.71
H -0.44 -3.27 5.83
H -1.42 3.23 0.16
H 1.41 0.11 2.98
C -0.49 -1.49 -2.35
H 0.80 3.43 -4.60
H 2.31 5.47 -1.13
H 0.16 -1.90 -3.13
C -0.41 0.23 1.91
H 2.09 -1.37 1.38
C 0.75 -2.84 1.60
H 1.64 -2.33 4.29
H 2.52 -3.91 1.06
N 0.80 -1.99 4.73
H 1.23 -3.16 6.43
H 1.01 -4.60 0.44
C -2.12 -0.28 -3.65
H 0.61 4.34 0.27
H -2.60 -1.48 -1.93
C -0.20 0.00 -2.16
H -3.14 0.11 -3.57
O -1.19 2.64 -0.57
C -1.95 -1.53 -2.80
H 1.67 -3.14 -0.31
*
```

Calculated values
**Gap between HOMO and LUMO**: 7.98 eV
**Lowest unoccupied orbital energy**: 0.2 eV
**Energy**: -1526.2338 a.u.
**E_HOMO**: -7.78 eV


Record 9
A 2-piece molecular cluster, C6H12ClF2N2O2 overall, computed with ωB97M-V/def2-TZVPD.

```
! RIJCOSX wB97M-V def2-TZVPD def2/J DEFGRID3
* xyz 1 1
H -0.71 2.33 2.00
C -0.22 -2.50 -1.26
H 0.48 -2.82 -0.49
H -0.34 1.46 -0.46
O -1.25 -0.70 1.43
H 1.90 -0.26 -0.77
H -0.90 -0.42 -1.71
N -1.61 -2.57 -0.50
F -0.29 3.67 1.32
N 1.26 1.71 0.93
H -1.55 -1.80 0.21
C 0.20 0.79 0.31
C -0.88 0.45 1.38
C 0.86 -0.34 -0.40
H -2.40 -2.29 -1.23
C 1.49 3.00 0.50
F 1.42 3.20 -0.75
H 1.64 1.65 1.92
H -1.70 -3.59 -0.22
H -0.34 -3.13 -2.22
Cl 2.57 4.03 1.33
H 0.96 -1.07 0.46
H 0.64 -1.15 -2.45
C 0.01 -1.04 -1.53
O -1.24 1.38 2.21
*
```

Calculated values
**Gap between HOMO and LUMO**: 10.80 eV
**Lowest unoccupied orbital energy**: -3.2 eV
**Energy**: -1155.4375 a.u.
**E_HOMO**: -14.00 eV